{
  "formula": "C55H121N6O3",
  "method": "the ωB97M-V functional and the def2-TZVPD basis",
  "homo_ha": -0.706,
  "de_lowest_ev": 2.588,
  "max_force_ev_per_a": 7.683,
  "gap_ev": 9.57,
  "e_tot_ha": -2720.6331,
  "molar_mass_g_mol": 914.61,
  "charge": 5,
  "lumo_energy_ha": -0.354,
  "elements": ["C", "C", "C", "N", "C", "C", "C", "C", "C", "C", "H", "H", "H", "H", "H", "H", "H", "H", "H", "H", "H", "H", "H", "H", "H", "H", "H", "H", "H", "H", "C", "C", "C", "N", "C", "C", "C", "C", "C", "C", "H", "H", "H", "H", "H", "H", "H", "H", "H", "H", "H", "H", "H", "H", "H", "H", "H", "H", "H", "H", "C", "C", "C", "N", "C", "C", "C", "C", "C", "C", "H", "H", "H", "H", "H", "H", "H", "H", "H", "H", "H", "H", "H", "H", "H", "H", "H", "H", "H", "H", "C", "C", "C", "N", "C", "C", "C", "C", "C", "C", "H", "H", "H", "H", "H", "H", "H", "H", "H", "H", "H", "H", "H", "H", "H", "H", "H", "H", "H", "H", "C", "C", "C", "N", "C", "C", "C", "C", "C", "C", "H", "H", "H", "H", "H", "H", "H", "H", "H", "H", "H", "H", "H", "H", "H", "H", "H", "H", "H", "H", "C", "C", "C", "N", "C", "C", "C", "C", "C", "C", "H", "H", "H", "H", "H", "H", "H", "H", "H", "H", "H", "H", "H", "H", "H", "H", "H", "H", "H", "H", "O", "C", "O", "O", "H"],
  "coordinates": [[1.349270, 4.366620, -4.982044], [0.800730, 4.880210, -3.631584], [-0.221850, 4.071190, -2.868584], [-0.672700, 4.640260, -1.530924], [-1.648740, 3.585780, -0.995904], [-2.376090, 4.047790, 0.242466], [-3.144660, 5.370190, -0.015234], [-2.148870, 6.439780, -0.479124], [-1.433920, 5.994540, -1.696684], [0.490000, 4.792430, -0.552544], [2.048340, 3.530450, -4.967304], [1.935190, 5.119810, -5.508824], [0.603080, 3.974480, -5.673074], [0.408640, 5.875110, -3.842614], [1.723060, 4.930820, -3.052914], [0.177050, 3.095210, -2.592124], [-1.108670, 3.901930, -3.479324], [-2.411900, 3.347180, -1.736684], [-1.078500, 2.691670, -0.743934], [-3.046930, 3.277300, 0.622496], [-1.711000, 4.039640, 1.106006], [-3.933070, 5.243470, -0.757144], [-3.571020, 5.818320, 0.882256], [-2.683020, 7.388650, -0.528454], [-1.370080, 6.584070, 0.269726], [-2.112830, 5.786470, -2.523664], [-0.785710, 6.764140, -2.115774], [0.160610, 5.115960, 0.434846], [1.246050, 5.510080, -0.871094], [1.016930, 3.838260, -0.553754], [-0.572270, 4.326560, 8.125266], [-0.445030, 3.465490, 6.932006], [0.766020, 2.524680, 6.920066], [0.685670, 1.341820, 5.854026], [2.089550, 0.606020, 5.904836], [1.947870, -0.710820, 5.150186], [0.846820, -1.663250, 5.656006], [-0.474530, -0.994180, 5.396616], [-0.593900, 0.375770, 6.034076], [0.562350, 1.996690, 4.431456], [-1.400950, 5.017580, 7.970736], [0.278290, 4.881470, 8.521146], [-0.884050, 3.744440, 8.992466], [-0.300790, 4.110030, 6.064896], [-1.353460, 2.864620, 6.889636], [0.886780, 1.868230, 7.781806], [1.715310, 3.034430, 6.755426], [2.263210, 0.481930, 6.973736], [2.829490, 1.256270, 5.438176], [2.911810, -1.202630, 5.280786], [1.720000, -0.614420, 4.088636], [0.822880, -1.852220, 6.729236], [0.863740, -2.582860, 5.071086], [-1.252890, -1.667140, 5.756306], [-0.632870, -0.889330, 4.323296], [-0.673250, 0.286620, 7.117526], [-1.350680, 0.968410, 5.520116], [-0.390970, 2.524610, 4.455436], [0.426230, 1.199370, 3.700806], [1.355740, 2.696560, 4.169116], [4.616490, 3.540910, -1.965304], [4.177910, 2.556730, -0.894394], [5.190740, 2.570890, 0.280016], [4.828740, 1.651210, 1.446796], [4.655610, 0.211420, 0.935796], [4.515670, -0.824320, 2.095016], [5.484360, -0.616690, 3.264506], [5.663110, 0.838750, 3.696816], [5.991540, 1.781200, 2.492086], [3.452150, 1.931910, 2.065196], [5.559090, 3.192770, -2.387694], [4.683680, 4.555500, -1.572614], [3.915460, 3.614210, -2.796744], [3.814510, 1.618780, -1.314274], [3.230420, 2.902400, -0.481024], [5.269140, 3.595540, 0.643386], [6.150990, 2.307830, -0.163624], [5.592560, 0.030630, 0.408966], [3.815470, 0.183010, 0.241926], [4.776380, -1.851240, 1.838976], [3.512670, -0.798420, 2.520926], [6.403090, -1.185980, 3.123296], [5.042510, -1.220170, 4.057396], [6.509860, 0.888820, 4.381376], [4.850660, 1.144430, 4.356046], [6.996370, 1.568100, 2.127396], [5.949910, 2.836000, 2.763716], [3.179420, 1.172160, 2.797656], [2.714700, 1.903870, 1.263026], [3.304050, 2.955290, 2.409976], [3.340370, -2.126040, -1.182614], [2.796040, -3.088930, -0.065324], [1.259080, -3.430130, -0.248534], [0.567860, -4.107610, 0.994196], [1.262540, -5.361520, 1.515906], [1.159850, -6.555600, 0.554986], [-0.321960, -6.871170, 0.188526], [-1.140440, -5.654560, -0.297144], [-0.985170, -4.486000, 0.725796], [0.513090, -3.183140, 2.263236], [2.936640, -1.121220, -1.058314], [3.158870, -2.561230, -2.165344], [4.411440, -2.001500, -1.023254], [2.975300, -2.585680, 0.884786], [3.480440, -3.936330, -0.025304], [1.058840, -4.051530, -1.121384], [0.764880, -2.470320, -0.399034], [2.326340, -5.160060, 1.641846], [0.854230, -5.613880, 2.494526], [1.726980, -6.341260, -0.350844], [1.598530, -7.466030, 0.963376], [-0.303690, -7.647380, -0.576504], [-0.825030, -7.357800, 1.024116], [-0.738520, -5.312120, -1.250724], [-2.207060, -5.870550, -0.358444], [-1.423070, -3.604790, 0.256946], [-1.442550, -4.606580, 1.707816], [-0.053980, -2.269180, 2.086606], [1.491550, -2.779640, 2.523816], [0.004310, -3.668520, 3.096096], [-1.402310, -6.241180, -6.884624], [-1.228010, -4.649960, -6.784074], [-0.609290, -4.133040, -5.495644], [-0.356970, -2.583020, -5.424674], [-1.666190, -1.757340, -5.699584], [-1.411960, -0.265260, -5.351724], [-0.651070, 0.024290, -3.932954], [0.572140, -0.875760, -3.696074], [0.110380, -2.338770, -3.914554], [0.817650, -2.256210, -6.400624], [-0.458190, -6.764640, -6.733914], [-1.841250, -6.579100, -7.823364], [-2.112690, -6.573510, -6.127644], [-2.234100, -4.231250, -6.807904], [-0.649470, -4.324990, -7.648824], [0.400290, -4.530030, -5.389594], [-1.253220, -4.320070, -4.636294], [-2.366300, -2.156440, -4.965654], [-1.864390, -2.061570, -6.727334], [-2.340540, 0.280980, -5.186014], [-0.932270, 0.251210, -6.183134], [-1.400100, -0.226110, -3.181724], [-0.396330, 1.082530, -3.875174], [1.136890, -0.659170, -2.789294], [1.335950, -0.613870, -4.428264], [-0.763970, -2.608200, -3.322074], [0.900860, -3.053780, -3.686504], [0.998110, -1.187300, -6.286764], [0.646030, -2.584000, -7.425904], [1.663250, -2.849900, -6.053364], [-3.041940, -0.935360, 2.839186], [-4.246810, -0.762280, 1.903236], [-3.666360, -0.431610, 0.513376], [-4.782120, -0.247300, -0.576684], [-4.019840, -0.192000, -1.979284], [-5.023510, -0.113050, -3.165084], [-6.093800, -1.234700, -3.114284], [-6.726380, -1.345200, -1.771964], [-5.787320, -1.385560, -0.639174], [-5.524170, 1.088160, -0.296424], [-3.290800, -1.275310, 3.844476], [-2.431850, -0.036520, 2.928476], [-2.373520, -1.742570, 2.539666], [-4.961850, -0.060440, 2.332456], [-4.733510, -1.737570, 1.896016], [-3.128920, -1.311650, 0.160106], [-2.916900, 0.359850, 0.511526], [-3.536040, -1.163350, -2.081854], [-3.364930, 0.675020, -1.892884], [-4.388630, -0.270660, -4.036974], [-5.444350, 0.868800, -3.381824], [-5.583190, -2.182040, -3.287304], [-6.817890, -1.293590, -3.926874], [-7.311360, -2.259720, -1.869664], [-7.477190, -0.565620, -1.642954], [-5.216580, -2.313990, -0.619604], [-6.484420, -1.270150, 0.190786], [-6.229110, 1.181670, -1.122514], [-4.783800, 1.886760, -0.343244], [-6.032500, 1.099630, 0.667716], [-0.653970, 0.111060, -0.629184], [0.503760, 0.477130, -0.147944], [1.195770, 1.149970, -0.929194], [0.709200, 0.354590, 1.092746], [-0.216600, 0.481300, -1.399404]],
  "atomic_forces_ev_per_a": [[-0.34, -1.02, -0.63], [1.07, 0.29, -0.44], [0.43, -0.38, -0.25], [-0.44, 0.79, 0.43], [-0.03, 0.15, 0.85], [-0.74, 0.42, 0.69], [1.13, 0.28, 0.80], [-0.08, -0.67, 0.95], [0.11, -0.32, -2.01], [0.24, -0.30, -0.60], [0.11, -0.18, 0.88], [-0.39, 0.36, 0.20], [-0.43, 0.49, -0.05], [0.11, 0.10, 0.28], [-0.18, 0.56, 0.47], [0.14, -0.14, -0.07], [-0.20, 0.18, 0.17], [0.38, 0.23, -0.50], [0.23, 0.03, -0.37], [-0.41, -0.33, -0.65], [0.38, 0.86, -0.04], [-0.03, -0.11, -0.02], [-0.34, -0.64, 0.14], [0.33, 0.07, -0.72], [-0.22, 0.16, 0.46], [-0.31, -0.12, 0.03], [0.55, -0.30, 0.34], [-0.22, -0.37, -0.24], [-0.51, 0.27, -0.49], [-0.27, -0.23, 0.37], [-0.60, 0.53, 2.13], [1.20, -0.92, -1.02], [-0.55, -1.97, -0.08], [1.09, 1.28, -2.09], [-2.71, -0.07, -0.33], [0.46, -1.02, 0.97], [-0.15, 0.97, 0.05], [-0.15, 0.17, -0.73], [1.63, 1.15, 0.17], [-1.18, -1.01, 1.21], [0.18, 0.18, -0.05], [0.28, 0.06, -0.70], [-0.07, -0.24, 0.03], [-0.52, -0.09, -0.28], [-0.09, 0.12, -0.46], [-0.21, 0.70, 0.68], [-0.06, -0.03, -0.21], [0.35, -0.23, -0.15], [-0.17, 0.15, 0.23], [0.16, -0.09, -0.32], [0.40, 0.52, -0.19], [0.82, -0.37, 0.03], [0.27, -0.16, 0.40], [-0.36, 0.42, 0.18], [-0.02, 0.00, -0.24], [-0.46, 0.24, -0.06], [-0.35, -0.17, 0.74], [0.17, 0.21, -0.02], [0.44, 0.04, -0.12], [0.17, -0.31, 0.43], [0.09, -0.21, -0.21], [-1.24, 0.82, 0.90], [-1.05, -0.50, -1.17], [0.02, -0.50, 0.16], [1.27, -0.55, 0.71], [0.51, 0.74, 0.25], [-0.31, -0.23, 0.31], [1.10, -0.03, -0.10], [-2.11, -0.56, 1.27], [0.00, 0.90, -0.99], [0.16, 0.43, -0.06], [0.42, -0.04, 0.07], [-0.15, -0.30, 0.05], [0.95, -0.38, 0.05], [-0.18, 0.34, 0.07], [-0.05, -0.11, 0.26], [0.25, -0.40, 0.68], [-0.07, -0.21, -0.23], [0.13, 0.21, 0.26], [-0.51, 0.13, -0.94], [-0.22, -0.12, -0.39], [0.42, 0.64, -0.45], [-0.06, 0.32, 0.46], [0.25, 0.06, -0.12], [-0.32, 0.37, -0.51], [-0.41, -0.24, -0.73], [0.10, -0.07, 0.16], [0.33, 0.35, -0.11], [0.13, -0.67, -0.14], [0.85, 0.00, 0.55], [-0.46, -0.67, 1.08], [-0.26, 0.28, -0.31], [0.87, 0.13, 1.22], [-1.24, 0.33, 1.55], [0.70, -0.97, -0.87], [-1.42, 0.48, -0.38], [0.24, -0.30, -0.25], [1.29, 0.22, 1.77], [1.37, 0.37, -1.36], [-0.07, 0.78, -1.26], [-0.47, -0.09, -0.39], [0.08, 0.30, -0.10], [0.06, -0.29, -0.21], [-0.46, 0.06, 0.05], [-0.47, -0.44, -0.22], [0.15, -0.19, 0.23], [-0.34, -0.04, 0.21], [-0.11, 0.46, 0.18], [-0.23, 0.19, -0.13], [0.05, 0.07, -0.13], [0.11, 0.27, 0.33], [-0.08, 0.09, -0.15], [0.00, 0.20, 0.25], [-0.30, 0.00, -0.18], [0.08, -0.07, -0.22], [0.17, 0.33, 0.25], [0.22, -0.43, -0.10], [-0.23, -0.06, -0.72], [0.21, -0.72, -0.01], [0.42, -0.49, -0.26], [0.11, 1.14, 0.82], [-0.67, -1.00, -0.25], [0.32, 0.66, -0.31], [0.72, -0.48, 0.56], [2.20, -0.21, 1.23], [0.78, 0.40, 0.88], [-0.46, -1.16, -1.43], [-0.55, -0.10, -1.21], [0.34, 0.65, -1.27], [-0.80, -0.10, 1.27], [0.00, 0.08, -0.04], [0.23, 0.50, -0.16], [0.12, 0.00, 0.20], [-0.06, 0.02, -0.53], [-0.12, 0.11, -0.02], [-0.14, -0.24, 0.43], [0.17, -0.34, 0.03], [-0.28, -0.29, -0.37], [-0.61, 0.72, 0.10], [-0.33, -0.37, -0.46], [0.24, -0.08, 0.09], [-0.02, 0.22, 0.27], [-0.11, -0.03, -0.06], [-0.57, -0.43, 0.51], [0.00, -0.19, -0.26], [-0.06, 0.16, 0.05], [0.00, -0.07, -0.33], [0.15, -0.30, -0.51], [-0.58, 0.33, 0.17], [0.07, 0.26, 0.18], [0.27, -0.19, 0.52], [1.01, -0.49, 0.19], [-1.77, -1.30, -0.28], [0.99, 1.35, -0.18], [-2.59, 0.24, 0.73], [0.15, -0.22, -0.44], [1.52, -0.20, -0.58], [-1.41, 0.37, -1.73], [0.13, 0.06, 1.34], [0.65, -0.96, -1.13], [-0.55, 0.39, 0.06], [-0.04, 0.13, -0.05], [0.07, 0.01, -0.64], [0.15, 0.25, -0.28], [-0.25, 0.09, -0.30], [0.08, -0.10, 0.07], [-0.55, 0.46, -0.24], [0.41, 0.21, 0.40], [0.22, -0.32, -0.16], [0.08, -0.14, -0.20], [-0.13, 0.14, 0.61], [0.51, -0.23, 0.09], [-0.06, 0.92, 0.03], [-0.03, -0.17, 0.89], [-0.01, 0.15, 0.14], [0.00, 0.00, 0.24], [0.79, -0.36, 0.74], [-0.06, 0.31, 0.31], [-0.05, -0.05, 0.01], [0.13, -0.36, -0.15], [-1.96, -1.54, -0.98], [2.39, 1.83, 7.07], [1.30, 0.31, -1.63], [0.12, -0.89, -0.63], [-1.90, 0.19, -3.54]]
}